(1)
Density functional theory data (the ωB97M-V functional and the def2-TZVPD basis) for a structure of composition C3H6BClO2.

Properties
Highest occupied orbital energy   -10.273 eV
Gap between HOMO and LUMO   9.1565 eV
LUMO level   -1.117 eV
E   -20502.2203 eV

ORCA input file:
```
! RIJCOSX wB97M-V def2-TZVPD def2/J DEFGRID3
* xyz 0 1
B -1.7220 0.0922 0.2626
C 2.2186 -0.1895 -0.3589
C 0.7988 0.1403 0.0342
C -0.3751 -0.4726 -0.2828
O -1.6056 1.2433 1.0023
O -2.9755 -0.3702 0.0424
Cl 4.2766 0.9180 -0.0650
H 2.4959 -1.1535 0.0990
H 2.3866 -0.2162 -1.4424
H 0.6713 0.9179 0.8518
H -0.3279 -1.3281 -1.0841
H -2.4946 1.6260 1.1010
H -3.3471 -1.2077 -0.1602
*
```

---

(2)
Density functional theory data (the ωB97M-V functional and the def2-TZVPD basis) for the molecule C3H6BNO2.

Properties
Highest occupied orbital energy   -8.972 eV
Gap between HOMO and LUMO   9.3503 eV
LUMO level   0.378 eV
E   -9470.6227 eV

ORCA input file:
```
! RIJCOSX wB97M-V def2-TZVPD def2/J DEFGRID3
* xyz 0 1
B -1.8031 0.2139 0.0749
C 0.4740 0.3684 -0.0556
C -0.8604 -1.4182 -0.0888
C 1.7167 1.1514 -0.0361
N 0.4587 -0.8832 -0.1545
O -0.7254 1.1160 0.1304
O -3.1054 0.3748 0.0782
H -0.9100 -2.1978 0.5415
H -1.0524 -1.7172 -1.0868
H 1.4134 2.2968 -0.1728
H 2.6668 0.8139 -0.6078
H 1.9266 1.1806 1.0451
H -3.7896 -0.2848 0.1004
*
```